Arrangement P

The following is a quantum chemistry calculation of a cluster of 2 separate species, C3H12N3O in total, from the OMol25 dataset.

Each atom is followed by the atoms it is bonded to, with distances in Å.
Atoms and positions in Å:
1 O 3.321 1.800 -0.751  C7 1.195
2 N -2.001 -2.155 1.166  C5 1.427, H18 1.013, H19 1.013
3 N -1.537 -0.419 -0.580  C5 1.499, H9 1.019, H15 1.015
4 N 0.857 0.830 -0.969  C6 1.488, H10 1.021, H12 1.023, H14 1.101
5 C -1.249 -1.763 0.018  N2 1.427, N3 1.499, H11 1.093, H13 1.085
6 C 1.300 1.326 0.363  N4 1.488, C7 1.511, H8 1.090, H17 1.090
7 C 2.735 1.796 0.290  O1 1.195, C6 1.511, H16 1.100
8 H 0.645 2.133 0.691  C6 1.090
9 H -1.896 0.203 0.142  N3 1.019
10 H 1.569 0.197 -1.335  N4 1.021
11 H -0.186 -1.789 0.270  C5 1.093
12 H 0.790 1.607 -1.631  N4 1.023
13 H -1.411 -2.493 -0.768  C5 1.085
14 H -0.110 0.310 -0.892  N4 1.101
15 H -2.297 -0.505 -1.247  N3 1.015
16 H 3.182 2.141 1.234  C7 1.100
17 H 1.188 0.541 1.111  C6 1.090
18 H -2.986 -2.260 0.955  N2 1.013
19 H -1.914 -1.500 1.933  N2 1.013

Calculated values
- highest occupied orbital energy (eV) = -13.39
- charge = +1
- HOMO-LUMO gap (eV) = 10.23
- lowest unoccupied orbital energy (hartree) = -0.116

Arrangement Q

The following is a quantum chemistry calculation of a cluster of 2 separate species, C3H12N3O in total, from the OMol25 dataset.

Each atom is followed by the atoms it is bonded to, with distances in Å.
Atoms and positions in Å:
1 O 0.955 -0.268 -2.826  C6 1.429, H18 0.963
2 N -0.878 0.981 1.623  C5 1.291, H16 1.027
3 N -1.269 -1.067 -0.053  C7 1.510, H9 1.141, H11 1.073, H17 1.017
4 N 1.389 0.689 1.909  C5 1.364, H13 1.050, H19 1.044
5 C 0.229 1.356 2.171  N2 1.291, N4 1.364, H8 1.142
6 C 0.638 -0.340 -1.435  O1 1.429, C7 1.511, H10 1.106, H12 1.087
7 C -0.782 -0.854 -1.466  N3 1.510, C6 1.511, H14 1.105, H15 1.091
8 H 0.280 2.189 2.950  C5 1.142
9 H -1.081 -0.224 0.693  N3 1.141
10 H 0.693 0.660 -0.967  C6 1.106
11 H -2.318 -1.288 -0.100  N3 1.073
12 H 1.291 -1.007 -0.878  C6 1.087
13 H 1.390 0.210 0.975  N4 1.050
14 H -1.487 -0.188 -1.997  C7 1.105
15 H -0.764 -1.826 -1.962  C7 1.091
16 H -1.659 1.607 1.856  N2 1.027
17 H -0.788 -1.866 0.352  N3 1.017
18 H 1.853 0.072 -2.901  O1 0.963
19 H 2.308 1.163 2.056  N4 1.044

Calculated values
- highest occupied orbital energy (eV) = -14.11
- charge = +1
- HOMO-LUMO gap (eV) = 11.19
- lowest unoccupied orbital energy (hartree) = -0.107

It turns out arrangement Q is the most stable, with the second structure 4.8 kcal/mol higher.